No. 1
Entry from the OMol25 dataset: a structure of composition C36H84N10O12Pt at a distorted geometry (the ωB97M-V functional and the def2-TZVPD basis).

The spin multiplicity is 3. For the LUMO energy (spin up / spin down), the calculation gives 0.1 / -0.7 eV. For the relative energy (zero: lowest compared OMol25 entry of this formula, charge and spin), the calculation gives 0.0 kJ/mol. The highest occupied orbital energy (spin up / spin down) is -7.8 / -7.9 eV. The calculation puts the max |F| at 4.7 eV/A.

```
143
C36H84N10O12Pt, DFT the ωB97M-V functional and the def2-TZVPD basis
Pt 1.89507 -0.05803 3.28905
C 0.69049 0.81821 -0.75731
C 0.31583 -0.11915 0.39172
C 0.80543 -1.53543 0.16077
O 0.60190 0.42099 1.60288
H 0.31759 0.47522 -1.73424
H 1.77876 0.93038 -0.81825
H 0.20860 1.77959 -0.58153
H -0.80390 -0.15774 0.27121
H 0.30745 -2.21929 0.84586
H 1.88343 -1.61257 0.35331
H 0.67122 -1.78832 -0.89748
C 5.92432 -0.03663 2.90575
C 4.86822 0.85156 2.26018
C 4.62304 0.46323 0.79822
O 3.70002 0.79133 3.01229
H 5.61148 -1.07799 2.95879
H 6.23007 0.39405 3.85177
H 6.80899 -0.04939 2.23685
H 5.23770 1.89444 2.26285
H 3.61200 0.65455 0.44771
H 4.78228 -0.62150 0.73078
H 5.38602 0.99341 0.21745
C -1.07638 3.42937 0.08362
O -1.39713 4.00714 1.04667
N -1.93421 3.03297 -0.86423
C -1.53401 2.13886 -1.94253
C -3.25034 3.50261 -0.84397
H -0.04863 3.15386 -0.17788
H -2.14825 1.24663 -1.91291
H -0.47402 1.97989 -1.78686
H -1.68644 2.70534 -2.86513
H -3.33137 4.40858 -0.25670
H -3.46591 3.85750 -1.86559
H -3.99986 2.75883 -0.59124
C 2.56202 6.49409 0.61972
O 2.39461 7.17615 1.59714
N 2.49018 5.13246 0.56180
C 2.78279 4.41327 -0.67782
C 2.25002 4.35610 1.74809
H 2.77323 6.94121 -0.37329
H 3.18215 3.42408 -0.49095
H 3.41968 5.00828 -1.32947
H 1.84072 4.29973 -1.24587
H 2.96765 3.53499 1.84149
H 2.24654 4.98409 2.62801
H 1.27663 3.84801 1.69026
C -4.08029 -2.33175 -2.72227
O -3.46316 -3.30907 -3.10959
N -3.63461 -1.45759 -1.77849
C -4.42912 -0.27810 -1.44428
C -2.45376 -1.73715 -1.01705
H -5.01317 -2.04536 -3.22459
H -5.49215 -0.50051 -1.56021
H -4.10156 0.53140 -2.08724
H -4.38550 -0.05373 -0.38011
H -2.04883 -2.70081 -1.34482
H -1.62714 -1.10125 -1.36519
H -2.53952 -1.72626 0.05797
C -1.45010 -6.67286 1.77859
O -1.00634 -6.62935 2.87601
N -0.85869 -6.26001 0.64302
C 0.56472 -5.93755 0.56925
C -1.60357 -6.16474 -0.60263
H -2.47087 -7.02053 1.53266
H 1.07330 -6.56252 -0.17150
H 1.07513 -6.16619 1.50790
H 0.72727 -4.86871 0.40052
H -2.67230 -6.11773 -0.40418
H -1.33897 -5.23585 -1.11037
H -1.36674 -6.99346 -1.27724
C -0.67898 -2.01204 3.50675
O 0.11820 -1.23071 3.92436
N -1.54503 -2.62911 4.27988
C -2.55560 -3.54994 3.72296
C -1.73122 -2.29760 5.67317
H -0.77346 -2.33055 2.46415
H -2.58569 -3.56935 2.62970
H -3.52553 -3.27905 4.11076
H -2.26983 -4.58294 3.96665
H -1.16842 -1.42490 5.95956
H -2.77719 -2.23520 5.96206
H -1.39437 -3.18599 6.23774
C -0.00269 2.54998 4.19583
O 0.81106 1.65799 4.22388
N -0.70928 2.89906 5.26241
C -1.57992 4.06648 5.28832
C -0.56048 2.16615 6.49467
H -0.19155 3.17847 3.32310
H -1.73407 4.46969 4.29117
H -1.14541 4.84842 5.91603
H -2.54985 3.77903 5.69580
H -0.50763 1.09205 6.30299
H 0.38123 2.41539 7.00112
H -1.36178 2.35122 7.20208
C 3.30384 -1.07657 -2.54398
O 2.81185 -2.12922 -2.91608
N 4.16241 -0.30673 -3.26922
C 4.51244 0.99166 -2.84270
C 4.67961 -0.74348 -4.55562
H 3.02728 -0.63044 -1.57471
H 4.35613 1.75239 -3.61482
H 5.58021 1.07532 -2.59722
H 4.01747 1.32160 -1.93229
H 4.30394 -1.73023 -4.77662
H 4.46638 0.02371 -5.30543
H 5.77705 -0.80887 -4.51658
C -0.77865 -3.70395 -6.03111
O -1.13124 -4.67513 -6.60304
N -0.30097 -3.68971 -4.77319
C -0.06901 -2.40740 -4.09127
C -0.55755 -4.79483 -3.89726
H -0.83814 -2.72437 -6.52173
H 0.39935 -1.70362 -4.76321
H 0.62886 -2.64518 -3.27654
H -0.97735 -2.01312 -3.62301
H -1.35770 -4.56902 -3.19074
H -0.72724 -5.75821 -4.35595
H 0.37621 -4.92163 -3.32412
C 0.57685 4.00635 -6.02246
O -0.28678 4.40920 -6.79016
N 0.42351 3.03724 -5.08623
C 1.56471 2.68008 -4.28771
C -0.83072 2.41371 -4.93670
H 1.59196 4.44523 -6.00070
H 2.47439 2.80545 -4.88590
H 1.56462 1.63879 -3.97487
H 1.75036 3.36863 -3.45295
H -0.84270 1.44849 -5.44243
H -1.14161 2.28037 -3.89416
H -1.60090 3.06501 -5.34985
C -3.36182 0.63019 4.22381
O -3.92548 0.08805 5.15865
N -3.37622 0.21813 2.93813
C -2.50053 0.78401 1.96030
C -4.09037 -0.98201 2.49615
H -2.74611 1.54152 4.35470
H -3.11019 0.99296 1.07396
H -1.69927 0.10535 1.63837
H -2.01488 1.70068 2.28008
H -3.43862 -1.55996 1.85188
H -4.41821 -1.52035 3.36753
H -4.88938 -0.56196 1.87469
```

---

No. 2
Entry from the OMol25 dataset: a cluster of 10 separate species, C36H84N4O24S6 in total at a distorted geometry (the ωB97M-V functional and the def2-TZVPD basis).

For the LUMO energy, the calculation gives -0.2 eV. The SMILES is O=S1(=O)OCCO1.O=S1(=O)OCCO1.O=S1(=O)OCCO1.O=S1(=O)OCCO1.O=S1(=O)OCCO1.O=S1(=O)OCCO1.CCN(CC)CC.CCN(CC)CC.CCN(CC)CC.CCN(CC)CC. For the relative energy (zero: lowest compared OMol25 entry of this formula, charge and spin), the calculation gives 259.3 kJ/mol. The highest occupied orbital energy is -7.8 eV. The calculation puts the max |F| at 3.2 eV/A.

```
154
C36H84N4O24S6, DFT the ωB97M-V functional and the def2-TZVPD basis
O -4.08098 -1.86844 -5.62077
S -3.18568 -2.32892 -4.64308
O -2.93420 -1.60205 -3.45724
O -3.51858 -3.84251 -4.31656
C -2.30377 -4.56518 -4.01567
C -1.14481 -3.73547 -4.57956
O -1.76221 -2.65105 -5.31277
H -2.28832 -4.63479 -2.92576
H -2.44670 -5.57506 -4.38960
H -0.41934 -4.30980 -5.14366
H -0.62042 -3.20697 -3.78161
O 1.92864 -1.07859 5.06512
S 0.91765 -1.48391 4.17116
O 0.09633 -0.51065 3.55297
O 1.57053 -2.39471 3.05166
C 1.46436 -3.79219 3.34403
C 0.39761 -3.92796 4.43832
O 0.05089 -2.62411 4.88264
H 1.32187 -4.33644 2.41091
H 2.44669 -4.16376 3.65767
H 0.81211 -4.49184 5.27192
H -0.44926 -4.49356 4.05055
O -0.24000 0.88771 -1.97316
S 0.32591 -0.40704 -2.11921
O 0.51601 -1.00522 -3.37666
O 1.66173 -0.48164 -1.24365
C 1.39109 -0.58033 0.15941
C -0.01735 -1.19590 0.22237
O -0.41025 -1.43029 -1.13275
H 2.16373 -1.23407 0.55974
H 1.51869 0.40470 0.60570
H -0.71210 -0.44986 0.61075
H -0.02590 -2.11046 0.80270
O 2.30010 -4.00184 -0.09681
S 2.43507 -4.15892 -1.49583
O 1.47105 -4.86919 -2.22244
O 2.73496 -2.81541 -2.24420
C 4.07588 -2.39543 -1.91537
C 4.84790 -3.73430 -1.86966
O 3.87121 -4.77772 -1.85746
H 4.32398 -1.69943 -2.70854
H 4.07523 -1.89235 -0.94867
H 5.47571 -3.79270 -0.97846
H 5.51838 -3.88768 -2.71277
O -2.67662 4.45774 -0.06572
S -1.68657 4.83902 0.87092
O -1.92532 5.89708 1.76849
O -1.20568 3.54091 1.68867
C -0.33955 2.77210 0.85745
C 0.40203 3.78890 -0.00260
O -0.27030 5.02543 0.16376
H 0.31344 2.17054 1.48764
H -0.94234 2.06389 0.27947
H 0.58979 3.49789 -1.04026
H 1.44058 3.92841 0.32034
O -5.77313 2.66888 -3.78076
S -4.61016 3.45439 -3.98979
O -4.66171 4.69982 -4.64016
O -3.80868 3.66271 -2.62534
C -2.94615 2.52787 -2.38974
C -2.46998 2.19835 -3.76906
O -3.54773 2.44758 -4.67580
H -2.18382 2.88811 -1.71097
H -3.50625 1.72545 -1.90647
H -2.14023 1.16768 -3.87828
H -1.64340 2.82616 -4.11923
C 1.92166 1.20300 -6.23521
C 3.41907 1.27465 -6.51821
N 3.70586 1.77058 -7.85020
C 3.51182 0.76225 -8.87028
C 3.43335 1.32364 -10.28101
C 4.97403 2.44161 -7.94532
C 6.23909 1.55552 -7.78850
H 1.46943 2.18389 -6.40220
H 1.71023 1.01453 -5.17983
H 1.43081 0.43499 -6.82631
H 3.90058 1.86529 -5.73984
H 3.77070 0.22956 -6.41614
H 4.14869 -0.13814 -8.76985
H 2.52903 0.29875 -8.71046
H 2.75721 2.18307 -10.22953
H 4.37194 1.76073 -10.62607
H 3.00230 0.60656 -10.97304
H 4.96658 3.19100 -7.14676
H 5.17468 3.02300 -8.84663
H 6.48624 1.19847 -8.78686
H 6.14354 0.77030 -7.03952
H 7.06721 2.17294 -7.43176
C 5.22281 1.71764 4.14924
C 4.15219 0.95924 3.34204
N 4.49275 0.55975 1.98818
C 5.50509 -0.48530 1.94616
C 4.95847 -1.90110 2.14279
C 4.86976 1.64757 1.09120
C 3.82227 2.74721 1.01770
H 4.88996 2.47423 4.85655
H 6.03819 2.11277 3.53771
H 5.74102 0.99165 4.78777
H 3.95309 0.05361 3.91589
H 3.19650 1.48549 3.33040
H 5.94113 -0.48656 0.94540
H 6.29666 -0.33019 2.69504
H 4.10180 -2.01601 1.46685
H 5.66614 -2.66988 1.82727
H 4.63664 -2.11507 3.16170
H 4.88321 1.18055 0.10078
H 5.88891 2.00996 1.28780
H 2.94636 2.27662 0.54742
H 4.04005 3.54886 0.31536
H 3.54877 3.08324 2.01485
C -3.56826 0.98519 1.33624
C -3.32231 1.14603 2.85142
N -4.29527 2.00777 3.50478
C -4.08746 3.42685 3.22529
C -5.16947 4.34818 3.77915
C -4.24778 1.76453 4.93653
C -4.88889 0.43814 5.32678
H -3.45601 1.97235 0.87498
H -4.60428 0.70757 1.13733
H -2.85601 0.29528 0.88449
H -3.37116 0.13389 3.24956
H -2.32134 1.60190 2.93665
H -3.11898 3.79624 3.60326
H -4.08092 3.46094 2.13678
H -4.84958 5.20930 4.36558
H -5.59804 4.86963 2.91055
H -6.04149 3.88246 4.23537
H -4.82316 2.51473 5.47373
H -3.21062 1.74339 5.31155
H -5.86713 0.34966 4.84649
H -5.09007 0.42842 6.39987
H -4.31295 -0.44693 5.05443
C -5.66240 -3.33575 6.43267
C -5.50787 -2.32374 5.30675
N -4.22197 -2.44630 4.63124
C -4.18918 -1.64875 3.43802
C -3.01900 -1.93354 2.50104
C -3.00329 -2.59053 5.40183
C -2.62801 -1.25303 6.05773
H -6.59120 -3.23989 7.00178
H -4.89651 -3.26322 7.20635
H -5.68740 -4.33790 5.99967
H -6.25902 -2.57659 4.55808
H -5.64850 -1.29630 5.68080
H -4.07413 -0.56687 3.66492
H -5.09280 -1.77041 2.84144
H -2.04239 -1.88075 3.00322
H -2.86581 -1.26508 1.65231
H -3.02619 -2.96546 2.12367
H -3.07418 -3.32599 6.20165
H -2.22481 -2.91002 4.72359
H -2.56580 -0.45019 5.31943
H -3.34975 -0.91389 6.80599
H -1.67608 -1.31533 6.59420
```

---

No. 3
Entry from the OMol25 dataset: a cluster of 7 separate species, C36H84O22P4S3 in total at a distorted geometry (the ωB97M-V functional and the def2-TZVPD basis).

For the LUMO energy, the calculation gives 0.3 eV. The SMILES is CCOP(=O)(OCC)OCC.CCOP(=O)(OCC)OCC.CCOP(=O)(OCC)OCC.CCOP(=O)(OCC)OCC.O=S1(=O)CCCC1.O=S1(=O)CCCC1.O=S1(=O)CCCC1. For the relative energy (zero: lowest compared OMol25 entry of this formula, charge and spin), the calculation gives 576.4 kJ/mol. The highest occupied orbital energy is -10.0 eV. The calculation puts the max |F| at 8.5 eV/A.

```
149
C36H84O22P4S3, DFT the ωB97M-V functional and the def2-TZVPD basis
C -1.33855 4.69374 0.04333
C -0.79316 3.46127 0.85507
O 0.02887 2.61799 -0.02151
P -0.74552 1.62678 -1.11404
O -1.46855 2.50332 -2.07397
O 0.31656 0.56014 -1.68294
C 1.37469 0.83964 -2.57964
C 2.78076 0.39179 -1.94611
O -1.74074 0.72662 -0.21749
C -2.26211 -0.41000 -0.80313
C -3.42969 -0.92746 0.12422
H -2.32616 4.40627 -0.31734
H -1.51630 5.57424 0.66077
H -0.59917 4.86270 -0.73955
H -0.10672 3.79064 1.63509
H -1.61916 3.06366 1.44474
H 1.23590 0.32388 -3.52981
H 1.56621 1.89371 -2.78054
H 3.08335 0.67889 -0.93908
H 2.71204 -0.68358 -1.78187
H 3.59539 0.52853 -2.65729
H -2.60332 -0.20353 -1.81754
H -1.51087 -1.19976 -0.80815
H -3.82229 -1.77592 -0.43624
H -2.95279 -1.21972 1.05977
H -4.31974 -0.31483 0.26774
C -0.84969 3.11461 5.18984
C -2.17545 3.54670 5.79217
O -3.25279 2.79499 5.25750
P -4.58200 3.40709 4.53230
O -4.97730 4.76087 4.91395
O -5.70514 2.24159 4.78933
C -7.12704 2.45687 4.62448
C -7.69917 1.10746 4.05355
O -4.16302 3.37857 2.94425
C -5.10436 3.37540 1.87922
C -5.98085 4.57494 1.71596
H -0.70307 2.04851 5.36313
H -0.73014 3.39791 4.14411
H 0.07498 3.53138 5.58906
H -2.16988 3.17701 6.81755
H -2.22995 4.63101 5.69524
H -7.67900 2.66526 5.54101
H -7.28452 3.19547 3.83850
H -7.57114 1.15724 2.97224
H -7.23426 0.25218 4.54389
H -8.77417 0.99590 4.19515
H -4.56808 3.17996 0.95060
H -5.69814 2.46576 1.78924
H -5.92405 5.34571 2.48458
H -5.74843 5.27092 0.90993
H -6.91869 4.12473 1.39056
C 6.71981 -3.09986 -1.32443
C 7.06753 -4.12860 -2.43087
O 6.05880 -4.15045 -3.42376
P 6.05927 -3.27706 -4.83260
O 4.88373 -3.32442 -5.77692
O 7.53469 -3.78950 -5.54272
C 7.32652 -4.31494 -6.71443
C 8.70046 -4.17906 -7.33769
O 6.55272 -1.81513 -4.36596
C 6.62981 -0.79133 -5.37519
C 5.44753 0.19487 -5.32307
H 5.84584 -3.46563 -0.78545
H 7.42759 -3.01397 -0.49994
H 6.38654 -2.09589 -1.58722
H 8.04742 -4.19560 -2.90355
H 7.15301 -5.06909 -1.88656
H 6.93215 -5.31301 -6.52358
H 6.63638 -3.68538 -7.27609
H 9.34800 -5.01049 -7.05926
H 8.65974 -4.32435 -8.41719
H 9.23704 -3.26821 -7.07212
H 7.58255 -0.31629 -5.14126
H 6.92568 -1.19706 -6.34263
H 4.53209 -0.03651 -5.86763
H 5.29538 0.50227 -4.28843
H 5.97800 0.94940 -5.90392
C 2.14893 1.65122 4.42112
C 3.31144 1.27011 3.48413
O 3.59083 -0.10842 3.61685
P 4.12029 -0.91818 2.28271
O 4.73332 -2.24183 2.58243
O 2.72385 -0.79776 1.42983
C 1.87796 -1.86032 1.20592
C 1.15503 -2.20823 2.53965
O 5.10736 0.12764 1.54336
C 5.57225 -0.10310 0.15828
C 7.04098 -0.23579 0.35638
H 1.25496 1.06809 4.20003
H 2.33076 1.65639 5.49583
H 1.82650 2.66778 4.19582
H 2.96117 1.43466 2.46514
H 4.20415 1.88166 3.61523
H 1.11307 -1.67690 0.45133
H 2.44697 -2.73106 0.88011
H 0.60846 -3.14579 2.64148
H 1.83312 -2.34948 3.38128
H 0.62886 -1.25823 2.63305
H 5.11859 -0.99937 -0.26483
H 5.31724 0.78427 -0.42104
H 7.69195 -0.12880 -0.51132
H 7.46288 0.60980 0.89958
H 7.34712 -1.03738 1.02856
O 2.31367 4.21558 -8.04525
S 2.47851 3.64935 -6.68956
O 2.59531 2.24756 -6.39455
C 3.92983 4.53366 -5.80909
C 3.29621 5.69129 -4.99242
C 2.07404 5.07085 -4.36986
C 1.28594 4.41150 -5.47386
H 4.62496 4.91963 -6.55470
H 4.41586 3.85447 -5.10870
H 3.98144 6.04007 -4.21983
H 3.08388 6.57463 -5.59468
H 1.48283 5.77033 -3.77885
H 2.35141 4.23749 -3.72435
H 0.71687 5.19156 -5.97961
H 0.45755 3.75670 -5.20348
O -3.41491 -3.21493 3.33609
S -4.43777 -2.24518 3.76127
O -5.35550 -1.68616 2.74150
C -5.33389 -2.82241 5.28786
C -4.49275 -2.20793 6.51193
C -4.10007 -0.83604 6.04233
C -3.58041 -0.86545 4.54079
H -5.52734 -3.89503 5.27443
H -6.34361 -2.41225 5.30599
H -4.80933 -2.19683 7.55488
H -3.58085 -2.79689 6.61032
H -3.36594 -0.42786 6.73699
H -4.95714 -0.16263 6.03521
H -2.50083 -1.01286 4.51121
H -3.85223 0.05094 4.01694
O -7.37137 -7.57796 -0.49994
S -7.76078 -6.31487 0.03116
O -8.80819 -6.28509 0.98507
C -6.28931 -5.42355 0.66052
C -5.75447 -4.91844 -0.66729
C -6.87317 -4.23059 -1.47387
C -8.10419 -5.19119 -1.40960
H -5.68467 -6.15662 1.19449
H -6.74674 -4.68941 1.32376
H -4.96239 -4.19398 -0.47792
H -5.18242 -5.74540 -1.08800
H -6.59770 -4.11385 -2.52202
H -7.11842 -3.27916 -1.00193
H -8.42688 -5.83439 -2.22831
H -9.01496 -4.62141 -1.22536
```